# 1
{
  "formula": "C23H32N5O2SSeTi",
  "method": "ωB97M-V with the def2-TZVPD basis set",
  "s_squared": 0.779,
  "multiplicity": 2,
  "e_above_lowest_kj_mol": 0.0,
  "e_tot_ev": -135213.33214,
  "charge": 0,
  "homo_lumo_gap_ev": [5.6, 7.8],
  "species": ["Ti", "C", "C", "N", "C", "C", "N", "C", "C", "N", "H", "H", "H", "H", "H", "H", "H", "H", "H", "H", "H", "H", "H", "H", "H", "Se", "C", "C", "C", "N", "C", "C", "H", "H", "H", "H", "C", "S", "O", "C", "C", "C", "C", "C", "C", "H", "H", "H", "H", "H", "H", "H", "H", "O", "N", "C", "C", "C", "C", "C", "H", "H", "H", "H", "H"],
  "xyz": [[-0.18564, 0.40868, 0.28054], [-1.63023, 3.26394, 0.37284], [-1.72061, 2.70152, -1.07288], [-1.78676, 1.23484, -1.07810], [-3.13326, 0.69627, -0.81471], [-3.07145, -0.57449, 0.01902], [-2.14725, -0.42636, 1.15111], [-2.65263, 0.28412, 2.32504], [-2.59624, 1.80140, 2.13096], [-1.39805, 2.22136, 1.38762], [-2.53692, 3.82318, 0.61701], [-0.80117, 3.96737, 0.41210], [-0.82562, 2.98289, -1.61992], [-2.58498, 3.13122, -1.58800], [-1.44504, 0.86177, -1.96039], [-3.65824, 0.48888, -1.75052], [-3.71027, 1.46684, -0.30469], [-2.68486, -1.38439, -0.59808], [-4.08265, -0.83387, 0.35360], [-1.81011, -1.34245, 1.42375], [-2.00968, -0.00530, 3.15424], [-3.67998, -0.01370, 2.56417], [-2.64614, 2.29038, 3.10762], [-3.47243, 2.14548, 1.58323], [-0.67490, 2.52317, 2.03216], [0.80728, -0.52285, 2.53364], [1.30785, 0.98740, 3.59594], [0.38943, 1.85272, 4.18953], [0.84026, 2.93226, 4.93576], [2.12488, 3.21028, 5.14048], [3.00218, 2.36890, 4.59212], [2.65346, 1.26877, 3.82452], [-0.67425, 1.67026, 4.10790], [0.12458, 3.60884, 5.39367], [4.04962, 2.58970, 4.77135], [3.41918, 0.63197, 3.40221], [-1.60956, -1.94099, -4.91002], [-0.78801, -1.47358, -3.36083], [-0.11158, -0.96325, -0.58986], [0.01577, -2.99534, -2.92383], [-0.45212, -3.76218, -1.86449], [0.19122, -4.94264, -1.52547], [1.30176, -5.36355, -2.24413], [1.77286, -4.59739, -3.30037], [1.13515, -3.41102, -3.63519], [-2.30851, -2.76093, -4.74815], [-0.90172, -2.21567, -5.69191], [-2.16734, -1.06214, -5.23521], [-1.30336, -3.41324, -1.29686], [-0.17050, -5.53279, -0.69305], [1.80417, -6.28397, -1.97536], [2.64525, -4.91522, -3.85719], [1.50974, -2.79605, -4.44467], [0.88092, 1.89239, -0.49678], [1.96845, 1.03518, -0.39475], [2.33880, 0.36556, -1.56569], [3.48762, -0.35602, -1.59239], [4.39322, -0.29568, -0.51525], [4.12681, 0.63359, 0.50968], [2.96145, 1.33166, 0.53772], [1.61870, 0.42611, -2.36556], [3.70377, -0.94354, -2.47448], [5.30567, -0.87276, -0.51860], [4.85558, 0.82778, 1.28564], [2.69644, 2.07473, 1.27219]],
  "lowdin_spin": [0.123, 0.000, 0.001, 0.000, 0.000, 0.000, 0.001, 0.000, 0.000, 0.000, 0.000, 0.000, 0.001, 0.000, 0.000, 0.000, 0.000, 0.000, 0.000, 0.000, 0.000, 0.000, 0.000, 0.000, 0.000, -0.001, 0.001, 0.000, 0.000, 0.000, 0.001, 0.001, 0.000, 0.000, 0.000, 0.001, 0.000, 0.001, -0.004, 0.000, 0.000, 0.000, 0.000, 0.000, 0.000, 0.000, 0.000, 0.000, 0.000, 0.000, 0.000, 0.000, 0.000, 0.015, 0.149, 0.186, 0.022, 0.267, 0.021, 0.179, 0.014, -0.004, 0.017, -0.004, 0.012]
}



# 2
{
  "formula": "C23H33BCl2NO7PS",
  "method": "ωB97M-V with the def2-TZVPD basis set",
  "e_tot_ev": -86059.77830,
  "smiles": "CCCCCCCc1c2c(c(B(O)O)c([C@H](Cl)[C@@H](C)Cl)c1P(=O)(O)O)C(=O)C(CCCS)=C(N)C2=O",
  "charge": 0,
  "homo_lumo_gap_ev": 8.1,
  "species": ["C", "C", "C", "C", "C", "C", "C", "C", "C", "C", "C", "B", "O", "O", "C", "C", "Cl", "C", "C", "Cl", "C", "P", "O", "O", "O", "C", "O", "C", "C", "C", "C", "S", "C", "N", "C", "O", "H", "H", "H", "H", "H", "H", "H", "H", "H", "H", "H", "H", "H", "H", "H", "H", "H", "H", "H", "H", "H", "H", "H", "H", "H", "H", "H", "H", "H", "H", "H", "H", "H"],
  "xyz": [[5.58814, -2.17647, 1.49160], [5.03492, -1.53721, 0.20651], [3.66427, -2.10947, -0.22279], [3.43895, -1.72757, -1.69693], [1.93281, -1.82697, -2.12989], [1.43539, -0.40178, -2.39918], [0.00585, -0.28192, -3.00502], [-1.01543, 0.02730, -1.91603], [-0.96819, 1.30020, -1.40297], [-1.86339, 1.68097, -0.40966], [-2.80112, 0.79544, 0.04560], [-3.76724, 1.37015, 1.20892], [-3.32201, 1.18715, 2.48448], [-4.93218, 2.02068, 0.94539], [-2.87340, -0.49371, -0.46209], [-3.94690, -1.43977, 0.04347], [-5.59839, -0.79061, -0.30527], [-3.80473, -1.86575, 1.54008], [-4.29429, -3.30293, 1.70146], [-2.14562, -1.67047, 2.17511], [-1.94910, -0.88542, -1.43297], [-2.03152, -2.60346, -2.00840], [-3.30349, -2.88537, -2.68267], [-0.75042, -3.10188, -2.82710], [-1.96073, -3.47363, -0.64139], [-1.69950, 3.07630, 0.13823], [-2.59393, 3.85731, 0.39251], [-0.25492, 3.51067, 0.29995], [0.12083, 4.32785, 1.51642], [0.59699, 3.46248, 2.71043], [1.68904, 2.43710, 2.35109], [2.08168, 1.44463, 3.84418], [0.60090, 3.15397, -0.65382], [1.98738, 3.47093, -0.63810], [0.03748, 2.34443, -1.81560], [0.38205, 2.63872, -2.94316], [6.52358, -1.66771, 1.76052], [5.86623, -3.22121, 1.31609], [4.92532, -2.07004, 2.35495], [4.98263, -0.45244, 0.37102], [5.79688, -1.68149, -0.57114], [2.92974, -1.64253, 0.44056], [3.73736, -3.19606, -0.11126], [3.73438, -0.67020, -1.76984], [4.10412, -2.26685, -2.37757], [1.86319, -2.46949, -3.00665], [1.40357, -2.20705, -1.24981], [1.46092, 0.23189, -1.50346], [2.13366, 0.04734, -3.11872], [0.02133, 0.60401, -3.64480], [-0.27862, -1.09148, -3.67119], [-4.02215, 1.40121, 3.11616], [-5.17145, 1.88343, 0.02213], [-3.94599, -2.36826, -0.51767], [-4.47231, -1.22107, 2.11762], [-4.27955, -3.58767, 2.75820], [-5.33530, -3.34568, 1.36535], [-3.65625, -4.00544, 1.16380], [-1.07756, -3.51068, -3.64305], [-1.85380, -4.40372, -0.88547], [0.93958, 4.99473, 1.22960], [-0.72756, 4.95836, 1.79864], [1.06547, 4.15795, 3.41949], [-0.22658, 2.97768, 3.24315], [1.35336, 1.79615, 1.53465], [2.60427, 2.94787, 2.05501], [2.23016, 2.44603, 4.73806], [2.48673, 2.74246, -1.13860], [2.16452, 4.35810, -1.09820]],
  "nbo_charge": [-0.607, -0.386, -0.401, -0.387, -0.403, -0.378, -0.450, 0.045, -0.075, -0.083, -0.361, 1.118, -0.881, -0.876, 0.165, -0.260, -0.051, -0.205, -0.623, -0.030, -0.462, 2.335, -1.100, -0.983, -0.988, 0.550, -0.497, -0.070, -0.439, -0.399, -0.504, -0.057, 0.090, -0.834, 0.528, -0.517, 0.206, 0.199, 0.207, 0.193, 0.191, 0.202, 0.200, 0.186, 0.205, 0.209, 0.202, 0.189, 0.206, 0.252, 0.226, 0.496, 0.504, 0.265, 0.223, 0.224, 0.224, 0.222, 0.524, 0.508, 0.218, 0.243, 0.206, 0.220, 0.221, 0.222, 0.118, 0.378, 0.387]
}



# 3
{
  "formula": "C23H33Cl2N2O6RuSi3",
  "method": "ωB97M-V with the def2-TZVPD basis set",
  "s_squared": 0.856,
  "multiplicity": 2,
  "e_above_lowest_kj_mol": 602.1,
  "e_tot_ev": -90913.89909,
  "charge": -2,
  "homo_lumo_gap_ev": [4.9, 4.5],
  "species": ["Ru", "O", "C", "C", "C", "N", "C", "C", "C", "O", "O", "C", "O", "O", "H", "H", "H", "C", "O", "Si", "C", "C", "C", "Si", "C", "C", "C", "Si", "C", "C", "C", "H", "H", "H", "H", "H", "H", "H", "H", "H", "H", "H", "H", "H", "H", "H", "H", "H", "H", "H", "H", "H", "H", "H", "H", "H", "H", "H", "Cl", "C", "C", "C", "C", "C", "Cl", "C", "N", "H", "H", "H"],
  "xyz": [[-0.44467, 0.10499, -0.72850], [-0.45252, 3.60960, -6.23084], [-0.54926, 3.02012, -4.99493], [-1.39092, 1.93614, -4.78164], [-1.40728, 1.35910, -3.52429], [-0.65871, 1.77900, -2.50770], [0.11437, 2.86357, -2.69939], [0.18239, 3.50693, -3.94315], [0.85953, 3.48869, -1.60353], [1.28477, 4.61167, -1.65543], [0.99046, 2.81941, -0.41800], [-2.32621, 0.15876, -3.29235], [-3.29804, 0.04010, -4.05778], [-1.97783, -0.60704, -2.36114], [-1.06223, 3.14238, -6.80838], [-2.03341, 1.53714, -5.55686], [0.82692, 4.36930, -4.04089], [-1.45336, -3.80963, -1.39342], [-1.00019, -2.75671, -0.58597], [-0.87312, -2.64111, 1.06119], [0.59095, -3.76442, 1.54660], [-2.33135, -3.58266, 1.86864], [-0.69351, -0.85409, 1.47593], [0.72812, -0.34168, 2.52236], [2.43132, -0.93141, 1.90170], [0.62504, -1.11166, 4.28256], [0.83237, 1.52674, 2.82413], [-2.23913, 0.18556, 1.47374], [-3.66697, -0.44536, 0.37699], [-2.05433, 2.03814, 1.04402], [-2.96571, 0.21059, 3.25637], [-1.22131, -4.79259, -0.95702], [-0.96822, -3.73401, -2.36926], [-2.53257, -3.72938, -1.55291], [0.37482, -4.81110, 1.30888], [0.79496, -3.70423, 2.61943], [1.50021, -3.47456, 1.01549], [-2.29729, -4.64650, 1.60936], [-3.30622, -3.19291, 1.57120], [-2.25663, -3.49920, 2.95616], [2.80996, -1.76986, 2.49354], [3.17526, -0.12970, 1.93365], [2.35798, -1.26251, 0.86630], [0.43844, -2.18730, 4.22323], [-0.18513, -0.66791, 4.86932], [1.56216, -0.96478, 4.83257], [0.90146, 2.06666, 1.87683], [1.70771, 1.78876, 3.42600], [-0.05751, 1.88213, 3.35202], [-3.60984, 0.00721, -0.61306], [-4.64517, -0.21510, 0.81317], [-3.60707, -1.52345, 0.22143], [-1.46309, 2.16856, 0.13120], [-1.55344, 2.59331, 1.84061], [-3.03448, 2.49625, 0.87217], [-3.20252, -0.79971, 3.60309], [-3.87942, 0.81474, 3.31481], [-2.23583, 0.63500, 3.95309], [1.74317, -1.11668, -1.79754], [3.03555, -0.05431, -1.31008], [4.33075, -0.47974, -1.46782], [5.38634, 0.33493, -1.07907], [5.09682, 1.56574, -0.51221], [3.79495, 1.99599, -0.34039], [3.61069, 3.51386, 0.49656], [2.66657, 1.20959, -0.74477], [1.35453, 1.45984, -0.63547], [4.51379, -1.45500, -1.90035], [6.41182, 0.01127, -1.20253], [5.90033, 2.20452, -0.16769]],
  "lowdin_spin": [0.910, -0.001, -0.001, 0.001, -0.001, 0.005, -0.001, 0.001, 0.000, 0.000, -0.001, 0.000, -0.002, 0.006, 0.000, 0.000, 0.000, -0.001, -0.002, -0.004, 0.000, -0.001, -0.010, 0.001, 0.000, 0.000, 0.000, 0.017, -0.001, 0.037, 0.002, 0.000, 0.000, 0.000, 0.000, 0.000, 0.000, 0.000, 0.000, 0.000, 0.000, 0.000, 0.000, 0.000, 0.000, 0.000, 0.000, 0.000, 0.000, 0.000, 0.000, 0.000, 0.011, 0.002, 0.003, 0.000, 0.000, 0.000, 0.033, 0.004, 0.002, 0.002, 0.000, 0.001, 0.000, -0.001, -0.010, 0.001, 0.000, 0.000]
}